No. 1
ORCA calculation (the ωB97M-V functional and the def2-TZVPD basis) on 8 unconnected molecules or ions with the total composition C7H28ClN14O11.

HOMO-LUMO gap = 8.9 eV
Charge = -1
M = 519.84 g mol⁻¹

Bonds (Å) are listed after each position.
Element x y z (Å)
1 Cl 0.32 0.53 -0.32  O2 1.447, O3 1.442, O4 1.441, O5 1.444
2 O 1.06 1.63 -0.93  Cl1 1.447
3 O -1.07 0.72 -0.63  Cl1 1.442
4 O 0.87 -0.71 -0.79  Cl1 1.441
5 O 0.46 0.62 1.12  Cl1 1.444
6 C 4.76 1.53 -1.04  O7 1.220, N8 1.369, N9 1.368
7 O 5.92 1.55 -1.40  C6 1.220
8 N 3.89 0.53 -1.41  C6 1.369, H10 1.004, H11 1.003
9 N 4.18 2.50 -0.27  C6 1.368, H12 1.000, H13 1.008
10 H 4.26 -0.10 -2.09  N8 1.004
11 H 2.97 0.43 -1.03  N8 1.003
12 H 4.68 3.31 0.04  N9 1.000
13 H 3.17 2.51 -0.26  N9 1.008
14 C -0.19 4.14 -3.55  O15 1.225, N16 1.387, N17 1.350
15 O -0.85 4.93 -4.21  C14 1.225
16 N 0.59 3.17 -4.16  C14 1.387, H18 1.007, H19 1.006
17 N -0.19 4.11 -2.20  C14 1.350, H20 1.005, H21 1.008
18 H 0.82 2.34 -3.64  N16 1.007
19 H 0.29 3.07 -5.12  N16 1.006
20 H -0.79 4.74 -1.71  N17 1.005
21 H 0.07 3.28 -1.69  N17 1.008
22 C -0.85 -4.50 -1.51  O23 1.211, N24 1.371, N25 1.383
23 O -1.71 -4.28 -2.34  C22 1.211
24 N 0.29 -3.76 -1.34  C22 1.371, H26 1.007, H27 1.004
25 N -0.91 -5.60 -0.68  C22 1.383, H28 1.002, H29 1.003
26 H 0.30 -2.79 -1.61  N24 1.007
27 H 1.02 -4.09 -0.74  N24 1.004
28 H -1.74 -6.16 -0.76  N25 1.002
29 H -0.37 -5.66 0.16  N25 1.003
30 C -3.36 -2.44 0.81  O31 1.220, N32 1.366, N33 1.378
31 O -4.28 -2.21 0.03  C30 1.220
32 N -2.33 -1.57 1.02  C30 1.366, H34 1.006, H35 1.006
33 N -3.26 -3.65 1.46  C30 1.378, H36 1.002, H37 1.002
34 H -2.40 -0.63 0.67  N32 1.006
35 H -1.80 -1.68 1.87  N32 1.006
36 H -4.05 -4.25 1.38  N33 1.002
37 H -2.52 -3.82 2.12  N33 1.002
38 C 4.71 -3.19 -0.13  O39 1.217, N40 1.363, N41 1.366
39 O 5.86 -2.98 -0.47  C38 1.217
40 N 4.22 -4.45 0.01  C38 1.363, H42 1.002, H43 1.003
41 N 3.81 -2.19 0.13  C38 1.366, H44 1.007, H45 1.003
42 H 4.83 -5.21 -0.21  N40 1.002
43 H 3.28 -4.69 0.27  N40 1.003
44 H 4.10 -1.22 0.09  N41 1.007
45 H 2.85 -2.43 0.26  N41 1.003
46 C -4.26 2.27 0.95  O47 1.217, N48 1.372, N49 1.391
47 O -3.80 3.32 0.55  C46 1.217
48 N -4.07 1.04 0.36  C46 1.372, H50 1.003, H51 1.008
49 N -5.26 2.24 1.91  C46 1.391, H52 1.003, H53 1.001
50 H -4.47 0.21 0.77  N48 1.003
51 H -3.35 1.01 -0.34  N48 1.008
52 H -5.45 3.13 2.33  N49 1.003
53 H -5.59 1.37 2.29  N49 1.001
54 C -0.64 3.52 3.29  O55 1.223, N56 1.369, N57 1.364
55 O -0.84 4.72 3.44  C54 1.223
56 N 0.12 2.80 4.16  C54 1.369, H58 1.003, H59 1.002
57 N -1.18 2.79 2.27  C54 1.364, H60 1.007, H61 1.010
58 H 0.16 1.80 4.12  N56 1.003
59 H 0.39 3.24 5.02  N56 1.002
60 H -1.93 3.21 1.74  N57 1.007
61 H -0.74 1.93 1.96  N57 1.010

Electronic structure analysis, natural (NBO) charges in units of e:
1. Cl 2.562
2. O -0.898
3. O -0.865
4. O -0.869
5. O -0.882
6. C 0.771
7. O -0.671
8. N -0.875
9. N -0.855
10. H 0.408
11. H 0.411
12. H 0.401
13. H 0.405
14. C 0.773
15. O -0.683
16. N -0.853
17. N -0.844
18. H 0.390
19. H 0.391
20. H 0.403
21. H 0.413
22. C 0.775
23. O -0.632
24. N -0.853
25. N -0.865
26. H 0.433
27. H 0.365
28. H 0.400
29. H 0.373
30. C 0.770
31. O -0.666
32. N -0.842
33. N -0.858
34. H 0.426
35. H 0.377
36. H 0.405
37. H 0.381
38. C 0.767
39. O -0.657
40. N -0.856
41. N -0.850
42. H 0.403
43. H 0.373
44. H 0.429
45. H 0.382
46. C 0.780
47. O -0.668
48. N -0.856
49. N -0.865
50. H 0.402
51. H 0.425
52. H 0.405
53. H 0.383
54. C 0.773
55. O -0.676
56. N -0.854
57. N -0.881
58. H 0.384
59. H 0.394
60. H 0.426
61. H 0.412

=====

No. 2
ORCA calculation (the ωB97M-V functional and the def2-TZVPD basis) on a gas-phase ion, C2H7NS2 (charge -1).

2S+1 = 2
HOMO-LUMO gap (spin up / spin down) = 3.4 / 7.8 eV
Charge = -1
M = 109.22 g mol⁻¹
<S²> = 0.75

Bonds (Å) are listed after each position.
Element x y z (Å)
1 N -0.82 0.86 1.52  C2 1.410, H6 1.031, H7 1.017
2 C -1.11 -0.11 0.53  N1 1.410, C3 1.525, H8 1.206, H9 1.039
3 C -0.09 -0.07 -0.60  C2 1.525, S4 1.717, H10 1.023, H11 1.024
4 S 1.00 -1.39 -0.74  C3 1.717, S5 2.098
5 S 2.81 -0.49 -1.30  S4 2.098, H12 1.354
6 H 0.12 0.70 1.91  N1 1.031
7 H -1.47 1.25 2.19  N1 1.017
8 H -2.19 0.28 0.17  C2 1.206
9 H -1.25 -1.09 0.85  C2 1.039
10 H 0.54 0.71 -0.41  C3 1.023
11 H -0.44 0.21 -1.52  C3 1.024
12 H 2.88 -0.88 -2.60  S5 1.354

Electronic structure analysis, natural (NBO) charges in units of e:
1. N -0.879
2. C -0.188
3. C -0.607
4. S -0.217
5. S -0.669
6. H 0.359
7. H 0.368
8. H 0.146
9. H 0.169
10. H 0.217
11. H 0.200
12. H 0.101

=====

No. 3
ORCA calculation (the ωB97M-V functional and the def2-TZVPD basis) on C3H7Cl2 in the gas phase.

2S+1 = 2
HOMO-LUMO gap (spin up / spin down) = 8.3 / 8.9 eV
M = 113.99 g mol⁻¹
<S²> = 0.76

Bonds (Å) are listed after each position.
Element x y z (Å)
1 Cl -2.35 1.24 1.41  Cl2 2.099
2 Cl -1.75 -0.73 1.01  Cl1 2.099, C5 2.065
3 C 0.52 1.06 -0.41  C4 1.557, H6 1.104, H7 1.118, H8 1.126
4 C 0.81 -0.37 0.14  C3 1.557, C5 1.483, H9 1.094, H10 1.087
5 C -0.27 -1.27 -0.33  Cl2 2.065, C4 1.483, H11 1.085, H12 1.088
6 H 1.20 1.82 0.00  C3 1.104
7 H 0.69 1.00 -1.51  C3 1.118
8 H -0.50 1.40 -0.08  C3 1.126
9 H 1.86 -0.63 0.01  C4 1.094
10 H 0.78 -0.35 1.22  C4 1.087
11 H -0.20 -2.36 -0.29  C5 1.085
12 H -0.79 -0.82 -1.17  C5 1.088

Electronic structure analysis, natural (NBO) charges in units of e:
1. Cl -0.249
2. Cl 0.040
3. C -0.629
4. C -0.487
5. C -0.236
6. H 0.219
7. H 0.201
8. H 0.238
9. H 0.231
10. H 0.228
11. H 0.228
12. H 0.216

=====

No. 4
ORCA calculation (the ωB97M-V functional and the def2-TZVPD basis) on 2 unconnected molecules or ions with the total composition C2HNO4.

HOMO-LUMO gap = 8.3 eV
M = 103.03 g mol⁻¹

Bonds (Å) are listed after each position.
Element x y z (Å)
1 C -1.47 -0.48 -0.03  O5 1.166, H8 1.182
2 C 0.31 0.78 -0.34  N3 1.408, O6 1.170
3 N 1.41 -0.03 0.01  C2 1.408, O4 1.212, O7 1.240
4 O 2.01 -0.69 -0.81  N3 1.212
5 O -1.52 -1.65 0.05  C1 1.166
6 O 0.13 1.92 -0.49  C2 1.170
7 O 1.43 -0.12 1.24  N3 1.240
8 H -2.29 0.27 0.37  C1 1.182

Electronic structure analysis, natural (NBO) charges in units of e:
1. C 0.409
2. C 0.569
3. N 0.409
4. O -0.312
5. O -0.438
6. O -0.454
7. O -0.354
8. H 0.171

=====

Looking at energy relative to the best compared isomer or geometry (same formula, charge and spin) for the records above, in order, we have 6.08 30.49 33.49 125.93 kcal per mole.